# 1
ORCA calculation (the ωB97M-V functional and the def2-TZVPD basis) on C9H18ClIInN2OP as an isolated structure.

Calculated values
E_LUMO (spin up / spin down) = -11.90 / -11.90 eV
Max |F| = 0.059 hartree/bohr
HOMO level (spin up / spin down) = -15.3 / -15.3 eV
Energy above the lowest of the compared OMol25 structures with the same formula, charge and spin = 33.0 kJ/mol

```
! RIJCOSX wB97M-V def2-TZVPD def2/J DEFGRID3
* xyz 2 1
C 0.3332 -2.0306 -0.3014
I 0.1912 2.6323 0.1743
H -0.5259 -2.7180 -0.3400
H 0.9856 -2.2881 0.5353
H 0.8869 -2.0719 -1.2407
In -0.5662 -0.0503 0.1234
P -0.2644 0.4099 -2.5502
C 1.3545 0.8746 -3.2594
C -0.8115 -1.0198 -3.5417
H -2.3635 1.6087 -2.5451
H -1.5823 1.6174 -4.1719
H -0.9786 2.7000 -2.8563
C -1.4151 1.7220 -3.0897
H -1.7418 -1.4149 -3.1133
H -0.9945 -0.6964 -4.5744
H 1.2488 1.0551 -4.3401
H 2.0754 0.0630 -3.0956
H -0.0526 -1.8108 -3.5358
H 1.7062 1.7859 -2.7612
C 2.3755 0.0471 -0.1674
O 3.4122 0.5160 -0.0984
Cl -2.9136 -0.3352 -0.0483
C 1.6542 1.3326 3.2814
C 0.6447 0.2623 3.3761
N -0.1549 -0.3203 2.4802
C -0.8672 -1.3125 3.1638
C -0.4817 -1.3121 4.4737
N 0.4550 -0.3019 4.5889
H 1.3497 2.1620 3.9355
H 2.6221 0.9352 3.6230
H 1.7435 1.7038 2.2574
H -1.5934 -1.9402 2.6739
H -0.7775 -1.9440 5.2922
H 0.9673 -0.0253 5.4189
*
```



# 2
ORCA calculation (the ωB97M-V functional and the def2-TZVPD basis) on C55H41GeHfI4N6S as an isolated structure.

Calculated values
E_LUMO = -4.31 eV
Max |F| = 0.021 hartree/bohr
HOMO level = -9.6 eV

```
! RIJCOSX wB97M-V def2-TZVPD def2/J DEFGRID3
* xyz 1 1
Hf 0.1389 0.0415 0.1395
I 6.7215 1.5374 -6.4477
C 5.4834 1.5253 -4.7569
C 4.1987 2.0391 -4.8358
C 3.3804 2.0168 -3.7222
C 3.8246 1.5307 -2.4774
C 5.0973 0.9400 -2.4643
C 5.9189 0.9479 -3.5745
C 2.9136 1.5118 -1.3211
C 3.2103 0.8642 -0.1099
C 4.5173 0.6314 0.4459
C 4.3418 0.0473 1.6541
C 2.9306 -0.1462 1.8345
C 2.3909 -0.9825 2.8145
C 3.3197 -1.5906 3.8097
C 3.7231 -0.8429 4.9125
C 4.5947 -1.3764 5.8495
C 5.0679 -2.6689 5.6820
I 6.4140 -3.4749 7.0815
C 4.6677 -3.4316 4.5964
C 3.7931 -2.8903 3.6657
C 1.0391 -1.3063 2.8940
N 0.0681 -0.6638 2.1777
C -1.1412 -1.1996 2.5593
C -2.3493 -0.6009 2.2513
C -3.6401 -1.3388 2.3562
C -4.5108 -1.1027 3.5135
C -5.4689 -1.9659 3.8826
C -5.5906 -3.2559 3.2406
I -7.0111 -4.6038 4.0037
C -4.7386 -3.6496 2.2833
C -3.7747 -2.7140 1.6993
C -2.4565 0.7099 1.7457
C -3.5762 1.5721 1.9409
C -3.2625 2.7569 1.3547
C -1.9735 2.6036 0.7567
N -1.4962 1.3404 1.0156
C -1.3279 3.5545 -0.0414
C -0.1290 3.3061 -0.7117
C 0.6591 4.3041 -1.3533
C 1.8059 3.7084 -1.7761
C 1.7451 2.3451 -1.3553
N 0.5592 2.1005 -0.7323
C -1.9133 4.9146 -0.1209
C -2.2274 5.5091 -1.3422
C -2.7432 6.7939 -1.3965
C -2.9486 7.5019 -0.2228
I -3.7141 9.4550 -0.3012
C -2.6477 6.9287 1.0036
C -2.1345 5.6437 1.0491
C -0.9114 -2.2678 3.4889
C 0.4259 -2.2986 3.7336
N 2.2578 0.4409 0.7900
H 3.8261 2.4392 -5.7688
H 2.3618 2.3484 -3.8437
H 5.4518 0.4268 -1.5860
H 6.8954 0.4862 -3.5210
H 5.4565 0.9559 0.0350
H 5.1027 -0.2419 2.3605
H 3.3488 0.1657 5.0408
H 4.8998 -0.7863 6.7027
H 5.0366 -4.4404 4.4703
H 3.4818 -3.4840 2.8140
H -4.3189 -0.2196 4.1096
H -6.1008 -1.7435 4.7317
H -4.7211 -4.6726 1.9327
H -2.8776 -3.1698 1.2967
H -4.4822 1.3244 2.4683
H -3.8751 3.6408 1.3103
H 0.4071 5.3476 -1.4259
H 2.6548 4.1867 -2.2333
H -2.0888 4.9543 -2.2619
H -2.9854 7.2383 -2.3522
H -2.8063 7.4809 1.9197
H -1.8725 5.2119 2.0064
H -1.6879 -2.8555 3.9544
H 0.9541 -2.9398 4.4203
C -0.1213 -1.7372 -3.8136
Ge 1.3524 -2.3744 -2.6456
C 1.5294 -4.3498 -2.7423
C 3.0560 -1.7256 -3.3862
C 1.1263 -1.7817 -0.7596
H 0.2918 -1.2326 -4.6877
H -0.7621 -1.0309 -3.2819
H -0.7327 -2.5665 -4.1666
H 1.8124 -4.6239 -3.7594
H 0.6302 -4.9104 -2.4826
H 2.3346 -4.6667 -2.0780
H 3.2617 -2.2855 -4.3000
H 3.8759 -1.9058 -2.6895
H 3.0312 -0.6670 -3.6369
H 2.1696 -1.7078 -0.4310
H 0.7328 -2.6206 -0.1610
N -1.2776 -3.5197 -1.3820
C -2.1426 -2.5557 -1.0903
N -1.9957 -1.4766 -0.3522
C -3.4266 -1.1194 -0.3045
C -3.8166 0.1438 -0.9507
C -5.0878 0.5503 -0.8860
C -6.0560 -0.2034 -0.1115
C -5.6708 -1.1782 0.7264
C -4.2489 -1.5011 0.9170
S -3.8101 -2.6004 -1.5693
H -0.3261 -3.4969 -1.0567
H -1.5824 -4.2835 -1.9585
H -3.0596 0.6483 -1.5399
H -5.4141 1.4419 -1.4055
H -7.1039 0.0516 -0.1972
H -6.3932 -1.6995 1.3389
*
```



# 3
ORCA calculation (the ωB97M-V functional and the def2-TZVPD basis) on an isolated ion of composition C12H17N2O3 and charge +1.

Calculated values
E_LUMO = -5.68 eV
Max |F| = 0.193 hartree/bohr
SMILES = CC(=O)NCCCCc1c[nH+]ccc1C(=O)O
HOMO level = -12.0 eV
Energy above the lowest of the compared OMol25 structures with the same formula, charge and spin = 1205.6 kJ/mol

```
! RIJCOSX wB97M-V def2-TZVPD def2/J DEFGRID3
* xyz 1 1
C 5.1581 1.1589 0.6448
C 4.3316 -0.2501 0.9084
O 4.1532 -0.7883 2.1463
N 3.7213 -0.9689 -0.2969
C 2.2341 -0.5581 -0.3302
C 1.5185 -0.8876 -1.7677
C -0.1055 -0.6698 -1.8045
C -0.6499 0.6606 -1.0168
C -1.8140 0.1231 0.0466
C -1.4943 -1.0299 1.1930
N -2.5022 -1.6025 2.1653
C -3.9582 -1.1186 2.1525
C -4.4597 0.0518 1.0797
C -3.3841 0.6974 0.0082
C -3.8050 1.8754 -1.0985
O -4.0077 1.5726 -2.4026
O -3.8861 3.2644 -0.5553
H 4.6044 1.6942 -0.2538
H 6.2603 0.8597 0.3822
H 5.0667 1.8322 1.5975
H 3.7271 -2.0008 -0.1194
H 1.6383 -0.9333 0.6102
H 2.2574 0.6321 -0.2380
H 2.0367 -0.3407 -2.6927
H 1.7014 -2.0496 -1.9704
H -0.3993 -0.5555 -2.9550
H -0.7129 -1.6219 -1.4306
H -1.1644 1.3549 -1.8384
H 0.1763 1.3168 -0.5116
H -0.3801 -1.4443 1.2580
H -2.1602 -2.3580 2.8266
H -4.7255 -1.6016 2.8990
H -5.5660 0.4399 1.0183
H -3.4104 3.2457 0.3456
*
```



# 4
ORCA calculation (the ωB97M-V functional and the def2-TZVPD basis) on a 11-piece molecular cluster, C24H73N3O17 overall.

Calculated values
E_LUMO = 0.31 eV
Max |F| = 0.048 hartree/bohr
SMILES = COCCNCCOC.COCCNCCOC.COCCNCCOC.OCCO.OCCO.OCCO.O.O.O.O.O
HOMO level = -8.3 eV
Energy above the lowest of the compared OMol25 structures with the same formula, charge and spin = 0.0 kJ/mol

```
! RIJCOSX wB97M-V def2-TZVPD def2/J DEFGRID3
* xyz 0 1
C 7.0716 -1.1768 1.1266
O 6.4361 -1.0545 2.3505
C 5.5895 -2.1854 2.6922
C 4.8290 -1.9389 4.0226
N 3.8505 -0.8287 3.9919
C 4.1341 0.3669 3.2158
C 2.9387 1.3285 3.4259
O 2.8307 1.7397 4.7789
C 1.6691 2.5366 5.0052
H 7.3415 -0.1390 0.9240
H 6.4834 -1.4977 0.2650
H 7.9899 -1.7645 1.1727
H 6.2117 -3.0805 2.6541
H 4.8510 -2.3275 1.9003
H 5.5832 -1.7806 4.7952
H 4.2563 -2.8326 4.2718
H 3.7893 -0.5210 4.9530
H 4.3136 0.1968 2.1550
H 5.0615 0.7702 3.6270
H 2.0025 0.8482 3.1333
H 3.0072 2.2352 2.8215
H 1.6155 2.9032 6.0301
H 0.8006 1.8968 4.8409
H 1.6023 3.4399 4.3969
C -4.7227 1.2837 -8.7350
O -4.1605 2.1395 -7.7767
C -4.9898 3.1416 -7.2587
C -4.3797 3.5691 -5.9408
N -3.0208 4.0305 -6.0076
C -2.5021 4.3481 -4.7022
C -2.0000 3.2058 -3.8148
O -1.2397 2.2281 -4.4756
C -0.4793 1.2988 -3.6526
H -5.2064 1.8667 -9.5206
H -5.5591 0.7910 -8.2337
H -3.9868 0.5539 -9.0675
H -6.0001 2.7624 -7.0900
H -5.1430 4.0196 -7.8900
H -4.3481 2.6468 -5.3543
H -5.0097 4.2869 -5.4147
H -2.4919 3.2999 -6.4640
H -3.1138 5.0935 -4.1937
H -1.6115 4.9472 -4.9050
H -2.8512 2.7978 -3.2665
H -1.3664 3.7729 -3.1295
H 0.4789 1.6949 -3.3126
H -0.2553 0.4575 -4.3078
H -0.9709 0.9134 -2.7587
C -2.5163 1.9996 4.5753
O -1.7440 0.8669 4.8666
C -0.9911 0.2920 3.7888
C -1.7612 -0.7858 3.0320
N -2.9303 -0.3470 2.2610
C -3.8606 -1.4609 2.1410
C -5.2272 -0.9602 1.7055
O -5.9149 -0.4695 2.8438
C -6.8990 0.4574 2.5197
H -2.3460 2.5373 3.6415
H -2.2479 2.7306 5.3405
H -3.5797 1.8098 4.7285
H -0.1410 -0.1930 4.2688
H -0.5869 1.0946 3.1691
H -1.9599 -1.4829 3.8486
H -0.9495 -1.2358 2.4578
H -3.4015 0.3202 2.8586
H -4.0300 -1.9059 3.1229
H -3.4178 -2.1556 1.4271
H -5.7414 -1.8915 1.4581
H -5.2614 -0.2490 0.8799
H -6.3789 1.3754 2.2411
H -7.5565 0.6464 3.3685
H -7.5966 0.1232 1.7496
O 0.1529 -5.5909 1.9899
C 0.0413 -4.3909 2.7177
C 1.4264 -3.7015 2.8492
O 1.2806 -2.3699 3.4082
H -0.7023 -5.7835 1.5989
H -0.4838 -3.6709 2.0875
H -0.4540 -4.5258 3.6795
H 1.8788 -3.6245 1.8596
H 2.0953 -4.2856 3.4830
H 2.1083 -1.9427 3.6541
O 4.9948 -1.1833 -2.4956
C 3.6548 -1.6983 -2.6150
C 3.6323 -3.0049 -3.4504
O 3.5299 -2.8276 -4.8650
H 4.9780 -0.4523 -1.8684
H 3.2191 -1.8095 -1.6223
H 3.0780 -0.9605 -3.1759
H 2.7006 -3.5209 -3.2123
H 4.4964 -3.6337 -3.2356
H 4.1145 -3.4435 -5.3116
O 0.7791 1.3798 0.5362
C 1.8772 0.5768 0.1479
C 1.4928 -0.9031 0.3735
O 0.5476 -1.3788 -0.5762
H 0.0067 1.0309 0.0806
H 2.1137 0.7218 -0.9073
H 2.7542 0.7829 0.7603
H 1.1154 -1.0300 1.3895
H 2.3400 -1.5807 0.2613
H -0.1619 -0.7246 -0.5618
O 5.0723 0.8257 -0.5941
H 5.0652 1.6665 -1.0559
H 5.6901 0.9520 0.1286
O -3.2709 -2.0176 -1.5823
H -3.8322 -2.5199 -2.1746
H -2.3753 -2.1802 -1.8959
O -0.8308 -2.7007 -2.7410
H -0.3178 -2.5231 -3.5311
H -0.2183 -2.5470 -2.0157
O 0.3468 3.9797 1.9958
H 0.1428 3.0682 1.7736
H -0.4576 4.4624 1.7989
O -1.6738 0.1254 -0.3256
H -2.0518 0.0166 0.5539
H -2.1841 -0.4628 -0.8862
*
```



# 5
ORCA calculation (the ωB97M-V functional and the def2-TZVPD basis) on C56H47MnOP2SSi as an isolated structure.

Calculated values
E_LUMO (spin up / spin down) = -8.09 / -8.10 eV
Expectation value of S² = 0.852
Max |F| = 0.007 hartree/bohr
HOMO level (spin up / spin down) = -15.1 / -15.1 eV
Energy above the lowest of the compared OMol25 structures with the same formula, charge and spin = 136.2 kJ/mol

```
! RIJCOSX wB97M-V def2-TZVPD def2/J DEFGRID3
* xyz 3 2
Mn 0.5322 -0.3534 0.2497
O 2.4198 -0.9979 -0.1373
S 1.8956 -0.2175 -1.3658
C 1.9866 -1.1340 -2.8369
C 2.7725 -0.6637 -3.8795
C 3.0083 -1.4088 -5.0389
C 2.4623 -2.6638 -5.1154
C 2.5791 -3.7176 -6.1793
C 1.6930 -4.8869 -5.6846
C 1.1349 -4.4152 -4.3698
C 0.2796 -5.0168 -3.4857
C -0.1073 -4.2866 -2.3546
C 0.3458 -3.0080 -2.0559
P -0.4591 -2.2508 -0.6243
C -0.2852 -3.4529 0.7291
C -1.3019 -4.3246 1.1157
C -1.0953 -5.2136 2.1622
C 0.1226 -5.2411 2.8270
C 1.1460 -4.3858 2.4372
C 0.9460 -3.4946 1.3936
C -2.2232 -2.1505 -1.0086
C -2.6868 -2.1934 -2.3207
C -4.0512 -2.1568 -2.5760
C -4.9560 -2.0882 -1.5277
C -4.4988 -2.0193 -0.2173
C -3.1386 -2.0367 0.0407
C 1.2919 -2.3922 -2.9240
C 1.6220 -3.1255 -4.0791
C 2.7560 1.2790 -1.5079
C 4.1195 1.2051 -1.7550
C 4.9083 2.3442 -1.9383
C 4.2796 3.5648 -1.9018
C 4.8303 4.9497 -2.0961
C 3.6050 5.8880 -1.9724
C 2.4647 4.9810 -1.5983
C 1.1631 5.2534 -1.2766
C 0.3404 4.1751 -0.9180
C 0.7408 2.8466 -0.9205
P -0.4786 1.6927 -0.2169
C -1.8872 1.6897 -1.3415
C -3.1380 1.2412 -0.9156
C -4.2079 1.2423 -1.7946
C -4.0306 1.6553 -3.1090
C -2.7801 2.0640 -3.5474
C -1.7097 2.0895 -2.6654
C -0.9472 2.4894 1.3550
C -2.1507 3.1202 1.6198
C -2.3822 3.6975 2.8718
C -1.4096 3.6670 3.8510
C -0.1792 3.0597 3.5868
C 0.0422 2.4596 2.3533
C 2.0753 2.5311 -1.3359
C 2.9014 3.6395 -1.6083
H 3.2254 0.3132 -3.8028
H 3.6264 -0.9990 -5.8257
H 2.2532 -3.3296 -7.1451
H 3.6218 -4.0150 -6.3012
H 0.8884 -5.1140 -6.3847
H 2.2630 -5.8074 -5.5555
H -0.1139 -6.0110 -3.6488
H -0.8195 -4.7500 -1.6802
H -2.2552 -4.3220 0.6031
H -1.8859 -5.8936 2.4498
H 0.2809 -5.9415 3.6362
H 2.1073 -4.4288 2.9322
H 1.7658 -2.8626 1.0700
H -1.9916 -2.2762 -3.1463
H -4.4059 -2.2046 -3.5969
H -6.0191 -2.0923 -1.7298
H -5.2046 -1.9687 0.6016
H -2.7925 -2.0130 1.0682
H 4.5857 0.2282 -1.8155
H 5.9695 2.2468 -2.1216
H 5.5797 5.1610 -1.3311
H 5.3358 5.0418 -3.0576
H 3.7534 6.6694 -1.2274
H 3.3877 6.3930 -2.9149
H 0.7698 6.2609 -1.2625
H -0.6725 4.4049 -0.6037
H -3.2864 0.8969 0.1008
H -5.1831 0.9218 -1.4545
H -4.8707 1.6611 -3.7907
H -2.6401 2.3838 -4.5711
H -0.7448 2.4429 -3.0074
H -2.9155 3.1834 0.8572
H -3.3253 4.1921 3.0638
H -1.5872 4.1360 4.8095
H 0.6146 3.1137 4.3220
H 1.0309 2.0656 2.1205
C 1.8573 0.1553 4.0984
Si 0.0314 0.2729 4.2549
C -0.9522 -0.6666 3.0075
C -0.7098 0.6807 5.8333
C 0.1216 1.0315 6.9123
C -0.4286 1.3262 8.1453
C -1.8088 1.2819 8.3105
C -2.6465 0.9401 7.2526
C -2.1028 0.6369 6.0199
H 2.1898 -0.7447 4.6282
H 2.3703 1.0035 4.5517
H 2.1814 0.0516 3.0611
H -0.6630 -1.7230 3.0543
H -0.8127 -0.3072 1.9787
H -2.0253 -0.5955 3.1908
H 1.1983 1.0668 6.7910
H 0.2097 1.5861 8.9784
H -2.2376 1.5126 9.2769
H -3.7171 0.9063 7.4003
H -2.7612 0.3678 5.2023
*
```



# 6
ORCA calculation (the ωB97M-V functional and the def2-TZVPD basis) on one molecule with the formula C30H41IN2O8S.

Calculated values
E_LUMO = -0.64 eV
Max |F| = 0.153 hartree/bohr
SMILES = C#CC[C@@]1(N(C(C)=O)C(C)=O)[C@H](CC(=O)c2ccccc2)S(=O)(=O)O[C@](N)(OCCCC)[C@@]1(CCC(C)C)CC(=O)I
HOMO level = -9.0 eV

```
! RIJCOSX wB97M-V def2-TZVPD def2/J DEFGRID3
* xyz 0 1
C 1.6323 -3.6228 3.7612
C 0.5530 -2.8734 3.5802
C -0.6517 -1.9369 3.1697
C -0.6612 -1.0746 1.8112
N -1.9839 -0.3887 1.7694
C -3.2199 -1.1420 1.9517
C -4.2893 -1.8107 0.9825
O -3.6681 -1.1939 3.1793
C -2.2220 0.7804 2.6278
C -3.1833 1.9221 1.9284
O -1.8867 1.0676 3.8095
C 0.5150 0.0646 2.0159
C 0.4943 1.3715 1.1236
C 1.0489 2.6621 1.9745
O 1.7398 2.5290 3.0591
C 0.8433 4.1918 1.4931
C 2.0658 5.1751 1.8313
C 2.0849 6.7115 1.4944
C 0.7879 7.3000 0.7825
C -0.4107 6.3303 0.4103
C -0.4138 4.7647 0.7457
S 2.2610 -0.5693 1.9063
O 3.2503 0.4282 1.2813
O 2.8430 -0.7440 3.3198
O 2.1483 -2.0321 1.1165
C 1.1957 -2.0256 0.0092
N 1.5987 -3.2381 -0.7635
O 1.6361 -0.8914 -0.8059
C 2.8802 -1.1331 -1.5035
C 3.4605 0.3499 -1.9190
C 4.3016 0.3162 -3.3123
C 5.6565 1.2081 -3.0561
C -0.3864 -1.9722 0.4198
C -1.0983 -1.1544 -0.7928
C -0.9067 -1.6309 -2.3047
C -2.1344 -1.1929 -3.3165
C -3.2783 -2.3145 -3.4704
C -2.6918 0.3059 -3.0122
C -0.9715 -3.4507 0.6901
C -1.4071 -4.3902 -0.5260
O -0.6822 -5.0195 -1.3544
I -3.5594 -4.8497 -0.8739
H 2.3673 -4.4908 3.9910
H -1.5614 -2.6578 3.3177
H -0.7663 -1.1878 4.0623
H -5.3326 -1.3696 1.2789
H -4.3722 -2.9320 1.2973
H -4.2036 -1.6425 -0.1390
H -3.9587 1.4261 1.2086
H -2.4791 2.5313 1.2544
H -3.6784 2.5908 2.7237
H 0.4286 0.3577 3.1449
H -0.5491 1.7238 0.7303
H 1.1577 1.3865 0.1743
H 3.0064 4.7413 2.3551
H 3.0101 7.3407 1.7699
H 0.7881 8.4372 0.5671
H -1.3159 6.8344 -0.1075
H -1.2908 4.0882 0.4550
H 1.1788 -3.2898 -1.6970
H 1.5263 -4.1078 -0.2199
H 2.7568 -1.6840 -2.5271
H 3.7160 -1.6292 -0.8963
H 4.1493 0.8000 -1.1189
H 2.5002 0.9992 -2.0730
H 4.5565 -0.7499 -3.6791
H 3.6874 0.9174 -4.0962
H 5.4577 2.3487 -3.1599
H 6.4409 0.8628 -3.8336
H 6.1024 1.0537 -2.0061
H -0.7707 -0.0316 -0.7970
H -2.2588 -1.0775 -0.6788
H -0.7020 -2.7266 -2.5263
H 0.0022 -1.0388 -2.7453
H -1.6189 -1.1177 -4.3641
H -4.0342 -2.3723 -2.6078
H -3.8157 -2.1683 -4.4964
H -2.7257 -3.3398 -3.5705
H -1.9147 0.9875 -2.5131
H -3.1240 0.7249 -4.0010
H -3.6194 0.1596 -2.3144
H -0.1153 -4.0418 1.2276
H -1.9157 -3.4839 1.3773
*
```



Number 1: electronic energy -1827.225859 hartree. Number 2: electronic energy -6162.743243 hartree. Number 3: electronic energy -801.999755 hartree. Number 4: electronic energy -2401.342836 hartree. Number 5: electronic energy -4757.910991 hartree. Number 6: electronic energy -2574.408928 hartree.